w:
The following is a DFT calculation (wB97M-V/def2-TZVPD) of 2 unconnected molecules or ions with the total composition CH2N2O2S.

Geometry (Å):
O 1.052 -1.966 2.154
N 0.372 -1.185 1.505
N -0.316 -1.545 0.453
C -0.984 -0.946 -0.363
S -1.900 -0.400 -1.493
O 0.237 1.952 -0.738
H 0.798 1.889 -1.508
H 0.742 2.202 -0.011

Its gap between HOMO and LUMO is 0.302 hartree. As for the net charge: 0.

Electronic structure analysis, Löwdin charges in units of e: O 0.005; N -0.106; N 0.029; C -0.722; S 0.804; O -0.051; H 0.039; H 0.002

=====

x:
The following is a DFT calculation (wB97M-V/def2-TZVPD) of 3 unconnected molecules or ions with the total composition CH2N2O2S.

Geometry (Å):
O 3.128 -2.331 1.556
C 3.304 -2.137 0.444
O 3.516 -1.957 -0.683
N 4.666 1.057 -0.292
N 3.832 1.281 -0.987
S -0.109 0.898 0.612
H -0.356 0.621 -0.561
H -0.386 -0.367 0.854

Its gap between HOMO and LUMO is 0.385 hartree. As for the net charge: 0.

Electronic structure analysis, Löwdin charges in units of e: O 0.219; C -0.441; O 0.171; N 0.024; N 0.028; S 0.534; H -0.310; H -0.225

=====

Energies relative to the most stable structure, in kcal/mol: w 116.7; x 0.0.